No. 1
Formula: C15H31BrP2Pt
Source: OMol25
Level of theory: wB97M-V/def2-TZVPD

The geometry in ORCA input format:
```
! RIJCOSX wB97M-V def2-TZVPD def2/J DEFGRID3
* xyz 0 3
P 0.120 1.933 -1.262
H 2.914 0.914 0.086
H 0.636 3.377 0.787
H -1.983 -3.631 -2.222
H 0.363 -3.417 -2.935
H 2.600 -1.437 -0.229
H -0.371 -0.491 2.107
P -0.510 -2.070 -1.114
C -0.686 -0.673 1.056
H -1.935 -3.940 -0.473
H 2.059 2.185 1.959
C 0.482 -1.399 0.211
H -1.470 -1.444 1.223
H -2.233 0.737 1.293
H -2.107 2.023 -2.314
C -1.501 0.529 0.497
C 0.364 0.435 -2.254
H 1.333 3.391 -2.802
H -2.891 -2.577 -1.105
H 0.834 1.083 2.339
Br -1.506 1.639 3.658
H 0.767 -1.406 5.793
C -0.107 -2.029 5.501
Pt -0.915 -0.544 4.560
C -1.297 2.757 -2.169
H -0.984 3.143 -3.145
H -1.649 2.697 0.249
C 0.458 2.308 0.619
C -1.966 -3.149 -1.232
H 1.264 4.083 -1.154
C 2.287 0.394 0.823
H -2.143 0.211 -0.346
C 1.789 -0.772 0.115
H -0.750 -1.106 -3.298
C 1.366 1.475 1.471
H 0.704 -2.311 0.832
H 1.163 -3.819 -1.384
C 1.414 3.154 -1.731
H 2.413 2.745 -1.522
H 0.228 -2.866 4.874
H -1.764 -0.209 -2.176
H 1.629 -2.340 -2.260
C -0.759 -0.651 -2.295
C 0.788 -3.003 -2.013
H -1.692 3.587 -1.564
H 2.996 0.138 1.638
C -0.893 1.910 0.175
H 0.497 0.830 -3.281
H 1.336 -0.034 -1.971
H -0.693 -2.364 6.387
*
```

Energy relative to the best compared isomer or geometry (same formula, charge and spin), kcal/mol: 86.0
Frontier orbital gap (alpha / beta), eV: 5.4323 / 5.2238
Lowest unoccupied orbital energy (alpha / beta), eV: -0.55 / -0.75
Expectation value of S²: 2.0075
F_max, hartree/bohr: 0.0924
HOMO (alpha / beta), eV: -5.98 / -5.98

=====

No. 2
Formula: C15H31CdIP2
Source: OMol25
Level of theory: wB97M-V/def2-TZVPD

The geometry in ORCA input format:
```
! RIJCOSX wB97M-V def2-TZVPD def2/J DEFGRID3
* xyz 0 1
H -3.427 0.001 -0.224
H -1.128 -4.286 -0.203
H -3.130 -2.298 -0.989
P 1.400 2.998 -0.614
H -0.544 3.553 0.660
C 2.144 1.979 -2.115
H 3.037 1.463 -1.704
H 0.233 -2.197 3.060
C -0.594 -0.813 -1.915
I 4.847 2.692 0.162
H 1.351 1.564 3.622
H 1.341 5.401 -0.813
H 2.593 4.668 -1.846
C -1.565 -1.152 2.534
C 1.062 1.022 -2.514
H -1.077 3.094 -0.954
C -0.226 -1.809 2.127
P 0.893 -0.104 -0.985
C -2.310 -0.349 1.507
C -1.303 -3.536 0.570
C -2.723 -3.295 0.912
H -0.631 1.830 0.299
C -3.344 -2.154 0.072
H -2.171 0.734 1.616
C 2.172 1.113 3.036
C 1.557 4.575 -1.500
H 1.326 0.458 -3.425
H -1.273 -0.413 3.296
H 2.143 -1.456 -2.658
H 2.127 0.017 3.152
H 0.888 4.575 -2.377
H 3.123 1.460 3.474
H 0.747 -3.315 0.930
C -2.985 -0.763 0.425
H -2.232 -1.865 3.032
C -0.249 -2.926 1.134
H -0.823 -1.814 -1.538
H -3.278 -4.206 0.634
H -4.430 -2.263 0.107
H 0.468 -1.035 1.736
H 1.364 -2.450 -1.395
Cd 2.284 1.512 0.830
H -1.478 -0.175 -1.798
H -2.853 -3.081 1.982
C -0.386 2.816 -0.147
C 1.925 -1.527 -1.584
H 2.864 -1.558 -1.026
H 2.525 2.649 -2.894
H 0.120 1.576 -2.695
H -0.373 -0.910 -2.994
*
```

Energy relative to the best compared isomer or geometry (same formula, charge and spin), kcal/mol: 41.4
Frontier orbital gap, eV: 7.6349
Lowest unoccupied orbital energy, eV: -0.05
F_max, hartree/bohr: 0.0897
HOMO, eV: -7.69

=====

No. 3
Formula: C15H31ClCoO4P2
Source: OMol25
Level of theory: wB97M-V/def2-TZVPD

The geometry in ORCA input format:
```
! RIJCOSX wB97M-V def2-TZVPD def2/J DEFGRID3
* xyz 0 4
H -1.573 -3.029 -3.452
C -1.586 -0.764 -7.064
H -0.134 -3.566 -4.400
H -1.410 3.453 -2.962
H 2.335 -3.453 -2.138
H -0.417 -4.198 -2.738
H 2.107 -3.270 -3.920
Co -0.715 -0.325 -2.277
H -1.467 -2.227 -5.428
H -0.054 -0.371 -4.408
H 0.005 1.882 -3.682
H 1.535 -1.315 -7.895
H -2.974 0.640 -6.140
H 2.024 2.898 -1.297
P -0.276 2.016 -1.316
P 0.510 -2.056 -2.554
H 1.523 1.561 -2.853
H 0.898 3.869 -0.307
H 0.027 -0.900 0.058
C 1.443 -0.879 -6.880
H 2.005 -0.021 3.315
C 1.019 3.330 -1.252
C -0.831 -1.596 -6.059
H -2.531 -1.297 -7.268
C 0.518 -1.702 -6.038
H 1.033 1.818 -5.243
H -2.112 1.287 -7.538
C -1.671 3.032 -1.981
C -1.061 -0.784 0.248
H -1.448 -0.746 1.278
C -1.015 1.328 -5.702
H -1.053 -0.696 -8.030
H 1.661 -0.327 -3.947
O -1.840 -0.773 -0.754
H -2.591 2.442 -2.080
C 0.480 1.210 -2.960
H 2.928 -1.966 -2.968
H 0.879 4.019 -2.095
O -1.092 -0.566 3.615
C -1.986 0.673 -6.625
H 1.971 1.179 -7.177
O 1.252 -0.385 2.796
H -1.475 2.008 -4.977
C 1.027 0.619 -7.038
H 2.460 -0.917 -6.452
H -1.841 3.846 -1.265
C 0.640 -0.195 -3.590
O -0.449 1.386 2.335
Cl -0.124 0.500 3.432
C 0.329 1.264 -5.879
H 0.457 0.732 -7.975
C -0.514 -3.320 -3.393
C 2.142 -2.731 -2.952
H 1.024 -2.519 -5.513
*
```

Energy relative to the best compared isomer or geometry (same formula, charge and spin), kcal/mol: 80.4
Frontier orbital gap (alpha / beta), eV: 4.2328 / 7.1635
Lowest unoccupied orbital energy (alpha / beta), eV: 0.32 / 0.33
Expectation value of S²: 3.7735
F_max, hartree/bohr: 0.0699
HOMO (alpha / beta), eV: -3.91 / -6.84

=====

no.,energy (eV)
1,-107915.6669
2,-47297.7569
3,-92959.8973